Record 1
This record from OMol25 describes C30H22N3O3PPdS as an isolated structure in a non-equilibrium geometry. The level of theory is the ωB97M-V functional and the def2-TZVPD basis.

The HOMO energy (alpha / beta) is -7.4 / -7.7 eV. The calculation puts the frontier orbital gap (alpha / beta) at 6.62 / 6.15 eV. For the total energy, the calculation gives -65681.1203 eV. For the energy above the lowest of the compared OMol25 structures with the same formula, charge and spin, the calculation gives 156.85 kJ/mol. The LUMO energy (alpha / beta) is -0.76 / -1.55 eV. For the max |F|, the calculation gives 1.618 eV Å⁻¹.

```
! wB97M-V def2-TZVPD RIJCOSX def2/J DEFGRID3
* xyz 0 3
Pd 0.8067 0.9704 0.8081
O 2.8074 1.6731 1.6152
N 2.7115 2.9225 1.9393
C 3.7446 3.7406 1.6784
C 3.7641 5.0323 2.1379
C 2.6854 5.5049 2.8851
C 1.6001 4.6813 3.0829
C 1.5906 3.3818 2.5751
S 0.2380 2.3379 2.7661
H 4.5452 3.2891 1.1097
H 4.6135 5.6603 1.9231
H 2.7011 6.5007 3.2957
H 0.7247 5.0095 3.6192
O -1.2505 2.4287 -0.1659
C -0.2817 2.3320 -0.9603
O 0.8799 2.7391 -0.7591
C -0.6496 1.5182 -2.1801
C -0.6062 1.9281 -3.4987
C -1.2250 1.1487 -4.4649
C -1.8666 -0.0282 -4.1138
C -1.8790 -0.4618 -2.7959
C -1.2586 0.3080 -1.8234
P -1.2154 -0.0161 -0.0230
C -0.6854 -1.7654 0.2579
C -0.3502 -1.9730 1.6005
C 0.1493 -3.1861 2.0302
C 0.3145 -4.2184 1.1184
C -0.0230 -4.0289 -0.2101
C -0.5043 -2.8033 -0.6489
C -3.0040 -0.1383 0.3222
C -3.7474 0.9954 0.6270
C -5.1232 0.9039 0.7545
C -5.7649 -0.3134 0.5839
C -5.0212 -1.4463 0.2941
C -3.6459 -1.3636 0.1669
H -0.1291 2.8626 -3.7564
H -1.2343 1.4832 -5.4923
H -2.3924 -0.5950 -4.8690
H -2.4063 -1.3666 -2.5295
H -0.4973 -1.1606 2.3149
H 0.4052 -3.3353 3.0694
H 0.7110 -5.1673 1.4470
H 0.0883 -4.8446 -0.9097
H -0.7333 -2.6650 -1.6957
H -3.2361 1.9385 0.7424
H -5.6986 1.7893 0.9849
H -6.8412 -0.3820 0.6697
H -5.5084 -2.4024 0.1600
H -3.0675 -2.2496 -0.0531
N 3.9384 -5.4883 -0.8484
C 3.5809 -4.4054 -0.7255
C 3.1501 -3.0710 -0.5697
C 3.3764 -2.3886 0.6307
C 2.9299 -1.0901 0.7459
N 2.2735 -0.4543 -0.2346
C 2.0769 -1.0953 -1.3869
C 2.4962 -2.3927 -1.6034
H 3.8990 -2.8674 1.4438
H 3.1295 -0.5081 1.6398
H 1.5728 -0.5324 -2.1646
H 2.3396 -2.8753 -2.5544
*
```

What are the Löwdin partial charges on each atom? They are as follows, in elementary charge units:
1. Pd 0.765
2. O -0.240
3. N -0.232
4. C -0.017
5. C -0.058
6. C -0.067
7. C -0.089
8. C -0.649
9. S 0.661
10. H 0.138
11. H 0.105
12. H 0.106
13. H 0.104
14. O -0.124
15. C -0.744
16. O -0.019
17. C -0.151
18. C -0.014
19. C -0.073
20. C -0.079
21. C -0.075
22. C -0.268
23. P 1.063
24. C -0.371
25. C -0.127
26. C -0.077
27. C -0.086
28. C -0.089
29. C -0.105
30. C -0.303
31. C -0.066
32. C -0.072
33. C -0.084
34. C -0.081
35. C -0.089
36. H 0.121
37. H 0.104
38. H 0.103
39. H 0.100
40. H 0.095
41. H 0.108
42. H 0.107
43. H 0.110
44. H 0.097
45. H 0.096
46. H 0.105
47. H 0.102
48. H 0.103
49. H 0.095
50. N 0.184
51. C -0.181
52. C -0.220
53. C 0.013
54. C -0.113
55. N 0.012
56. C -0.108
57. C -0.002
58. H 0.127
59. H 0.101
60. H 0.122
61. H 0.128

=====

Record 2
This record from OMol25 describes C30H23ClIrN8O6S as an isolated structure. The level of theory is the ωB97M-V functional and the def2-TZVPD basis.

The HOMO energy (alpha / beta) is -9.7 / -9.9 eV. The calculation puts the frontier orbital gap (alpha / beta) at 5.56 / 2.81 eV. For the total energy, the calculation gives -81866.6139 eV. For the energy above the lowest of the compared OMol25 structures with the same formula, charge and spin, the calculation gives 54.34 kJ/mol. The LUMO energy (alpha / beta) is -4.16 / -7.07 eV. For the max |F|, the calculation gives 0.553 eV Å⁻¹.

```
! wB97M-V def2-TZVPD RIJCOSX def2/J DEFGRID3
* xyz 1 5
Ir -1.3619 -0.2117 -0.3099
C -1.4219 -0.3630 5.3714
N -1.8828 -0.4491 3.9944
C -1.2313 -0.8280 2.8986
N -1.9922 -0.6279 1.8385
C -3.1343 -0.0957 2.3639
N -3.1086 0.0246 3.6653
C -0.8182 0.9960 5.6620
C -1.2670 1.7611 6.7417
C -0.7827 3.0462 6.9887
C 0.1474 3.6014 6.1425
C 0.6178 2.8343 5.0541
C 0.1441 1.5261 4.8360
C 1.5325 3.4014 4.1485
N 2.0396 4.6543 4.1475
N 2.8566 4.7468 3.1302
C 2.8591 3.5522 2.5020
O 2.0358 2.6953 3.1220
C 3.6488 3.1573 1.3982
C 4.5679 4.0770 0.8535
C 5.3815 3.6673 -0.1785
C 5.2873 2.3642 -0.6635
C 4.3748 1.4471 -0.1380
C 4.2824 0.0372 -0.6908
N 2.9210 -0.2690 -1.0891
C 1.9045 -0.7025 -0.3442
N 0.7816 -0.5709 -1.0180
C 1.1798 -0.0700 -2.2190
N 2.4698 0.1406 -2.2979
C 3.5479 1.8525 0.8883
H -0.7123 -1.1706 5.5508
H -2.2931 -0.5307 5.9999
H -0.2408 -1.2513 2.9010
H -3.9835 0.1891 1.7656
H -2.0324 1.3544 7.3921
H -1.1624 3.6109 7.8279
H 0.5155 4.6077 6.2853
H 0.4974 0.9823 3.9705
H 4.6274 5.0780 1.2568
H 6.0917 4.3546 -0.6155
H 5.9283 2.0595 -1.4822
H 4.5998 -0.6955 0.0514
H 4.9070 -0.0761 -1.5732
H 2.0067 -1.0545 0.6685
H 0.4950 0.1474 -3.0218
H 2.8010 1.1884 1.3027
C -2.3812 -4.2394 -8.6826
C -2.8827 -5.6164 -8.3173
O -2.5679 -6.6041 -8.9142
S -4.1904 -5.7399 -7.0654
C -3.6118 -4.6510 -5.7932
C -2.3005 -4.6865 -5.3274
C -1.8990 -3.8452 -4.3053
C -2.8097 -2.9787 -3.6989
C -4.1327 -2.9755 -4.1424
C -4.5265 -3.7947 -5.1852
C -2.3957 -2.1073 -2.6368
C -2.0637 -1.3792 -1.7176
H -1.3518 -4.3049 -9.0281
H -2.4739 -3.5262 -7.8702
H -3.0018 -3.8990 -9.5140
H -1.5926 -5.3879 -5.7511
H -0.8774 -3.8743 -3.9500
H -4.8492 -2.3166 -3.6708
H -5.5515 -3.7726 -5.5314
O -0.9426 2.5665 2.5339
Cl -0.4250 2.3316 1.2151
O 0.3898 1.1072 1.2165
O 0.3570 3.4410 0.7688
O -1.5436 2.0647 0.2893
*
```

What are the Löwdin partial charges on each atom? They are as follows, in elementary charge units:
1. Ir 1.224
2. C -0.051
3. N -0.109
4. C -0.149
5. N -0.056
6. C -0.177
7. N 0.149
8. C -0.160
9. C 0.035
10. C -0.021
11. C 0.036
12. C -0.118
13. C 0.046
14. C -0.206
15. N 0.178
16. N 0.175
17. C -0.212
18. O 0.143
19. C -0.112
20. C 0.033
21. C -0.022
22. C 0.029
23. C -0.159
24. C -0.056
25. N -0.114
26. C -0.153
27. N -0.056
28. C -0.174
29. N 0.143
30. C 0.066
31. H 0.142
32. H 0.133
33. H 0.143
34. H 0.127
35. H 0.130
36. H 0.123
37. H 0.130
38. H 0.114
39. H 0.129
40. H 0.122
41. H 0.129
42. H 0.141
43. H 0.133
44. H 0.142
45. H 0.120
46. H 0.107
47. C -0.050
48. C -0.731
49. O 0.033
50. S 1.021
51. C -0.551
52. C -0.089
53. C -0.025
54. C -0.258
55. C -0.023
56. C -0.092
57. C -0.130
58. C -0.285
59. H 0.089
60. H 0.064
61. H 0.095
62. H 0.118
63. H 0.117
64. H 0.120
65. H 0.107
66. O -0.294
67. Cl 0.702
68. O -0.445
69. O -0.273
70. O -0.438

=====

Record 3
This record from OMol25 describes C30H23F3N7NdO5S2 as an isolated structure in a non-equilibrium geometry. The level of theory is the ωB97M-V functional and the def2-TZVPD basis.

The HOMO energy (alpha / beta) is -7.8 / -7.8 eV. The calculation puts the frontier orbital gap (alpha / beta) at 7.28 / 7.28 eV. For the total energy, the calculation gives -97254.8912 eV. For the energy above the lowest of the compared OMol25 structures with the same formula, charge and spin, the calculation gives 202.36 kJ/mol. The LUMO energy (alpha / beta) is -0.54 / -0.54 eV. For the max |F|, the calculation gives 2.199 eV Å⁻¹.

```
! wB97M-V def2-TZVPD RIJCOSX def2/J DEFGRID3
* xyz 0 4
Nd -0.1642 0.2824 0.6985
C 5.0527 -0.0429 -1.2091
S 4.2286 -1.6395 -1.2026
C 2.5566 -1.1728 -0.6359
S 2.5697 0.0091 0.6848
N 1.6830 -0.9238 -1.8708
N 0.7585 0.0598 -1.7519
C -0.2317 0.1165 -2.5515
C -1.2386 1.1723 -2.3174
C -2.2203 1.4424 -3.2601
C -3.1348 2.4432 -2.9926
C -3.0439 3.1438 -1.7962
C -2.0539 2.7877 -0.8999
N -1.1745 1.8152 -1.1442
H 6.1002 -0.2596 -1.4153
H 4.9620 0.4362 -0.2370
H 4.6583 0.6091 -1.9867
H -0.3917 -0.5795 -3.3729
H -2.2626 0.8644 -4.1728
H -3.9148 2.6743 -3.7060
H -3.7360 3.9369 -1.5520
H -1.9526 3.2847 0.0582
O -2.9898 -1.3133 -1.6705
C -2.5004 -1.0928 -0.5810
O -1.2936 -1.3605 -0.1907
C -3.3544 -0.3996 0.4707
C -4.7065 -0.7825 0.5964
C -5.4505 -0.2106 1.5799
C -4.8815 0.8005 2.3884
C -5.6120 1.4651 3.4037
C -5.0423 2.4797 4.1137
C -3.7218 2.8913 3.8218
C -2.9904 2.2588 2.8590
C -3.5448 1.1722 2.1429
N -2.7794 0.5232 1.2101
H -5.0981 -1.5312 -0.0763
H -6.4806 -0.5041 1.7440
H -6.6331 1.1589 3.5953
H -5.6035 2.9841 4.8889
H -3.2883 3.7225 4.3630
H -1.9915 2.5870 2.6143
O -0.7860 -2.9801 2.3887
C -0.2267 -2.0180 2.2645
F 3.0442 -5.0443 -4.4367
C 2.6930 -5.5303 -3.2326
F 3.7525 -6.2104 -2.7493
F 1.7134 -6.4384 -3.4456
C 2.2399 -4.4558 -2.2843
C 2.4218 -4.6817 -0.8458
C 2.3110 -3.6431 -0.0135
N 1.7716 -2.4336 -0.4558
C 1.1906 -2.3299 -1.7962
C 1.7554 -3.3141 -2.7663
H 2.7675 -5.6406 -0.4909
H 2.6231 -3.6699 1.0222
H 0.0956 -2.3573 -1.7949
H 1.7391 -3.0929 -3.8248
C -0.3064 0.6240 6.6945
N -0.0241 1.1742 5.3766
C 0.5389 2.4023 5.2257
C 0.7711 2.9355 4.0140
C 0.3829 2.1546 2.8687
O 0.4422 2.5999 1.6918
N -0.1077 0.8950 3.0284
C -0.3605 0.3788 4.2667
O -0.8663 -0.7134 4.4669
H 0.0329 1.3377 7.4419
H 0.2091 -0.3245 6.8281
H -1.3742 0.4470 6.8092
H 0.7793 2.9232 6.1436
H 1.2127 3.9097 3.8862
*
```

What are the Löwdin partial charges on each atom? They are as follows, in elementary charge units:
1. Nd 1.646
2. C -0.436
3. S 0.866
4. C -1.068
5. S 0.499
6. N -0.061
7. N -0.046
8. C -0.085
9. C -0.268
10. C -0.005
11. C -0.037
12. C -0.038
13. C -0.116
14. N 0.020
15. H 0.027
16. H -0.015
17. H 0.037
18. H 0.143
19. H 0.124
20. H 0.114
21. H 0.109
22. H 0.111
23. O 0.090
24. C -0.598
25. O -0.254
26. C -0.176
27. C 0.023
28. C 0.016
29. C -0.144
30. C -0.028
31. C -0.071
32. C -0.056
33. C -0.012
34. C -0.187
35. N 0.097
36. H 0.125
37. H 0.123
38. H 0.115
39. H 0.105
40. H 0.109
41. H 0.089
42. O 0.128
43. C -0.039
44. F 0.135
45. C -0.575
46. F 0.133
47. F 0.135
48. C -0.126
49. C -0.015
50. C -0.115
51. N -0.080
52. C -0.245
53. C 0.046
54. H 0.114
55. H 0.128
56. H 0.136
57. H 0.130
58. C -0.017
59. N -0.048
60. C -0.051
61. C 0.013
62. C -0.573
63. O -0.132
64. N -0.007
65. C -0.512
66. O 0.026
67. H 0.086
68. H 0.097
69. H 0.095
70. H 0.128
71. H 0.114

=====

Record 4
This record from OMol25 describes C30H23FeN3O2PSSe3Te as an isolated structure in a non-equilibrium geometry. The level of theory is the ωB97M-V functional and the def2-TZVPD basis.

The HOMO energy (alpha / beta) is -2.4 / -2.4 eV. The calculation puts the frontier orbital gap (alpha / beta) at 3.37 / 3.34 eV. For the total energy, the calculation gives -297892.8377 eV. For the energy above the lowest of the compared OMol25 structures with the same formula, charge and spin, the calculation gives 324.86 kJ/mol. The LUMO energy (alpha / beta) is 1.00 / 0.97 eV. For the max |F|, the calculation gives 4.104 eV Å⁻¹.

```
! wB97M-V def2-TZVPD RIJCOSX def2/J DEFGRID3
* xyz -1 1
Fe 0.3529 -0.0412 0.1292
O -1.4846 2.1545 2.5640
C -1.5336 1.8179 1.3944
O -1.2964 0.6229 0.9794
C -1.9018 2.8385 0.3433
C -2.6337 3.9645 0.7085
C -3.0089 4.8909 -0.2465
C -2.6405 4.7126 -1.5746
C -1.8819 3.6186 -1.9390
C -1.5052 2.6793 -0.9809
P -0.4558 1.2886 -1.4980
C 0.7753 2.2019 -2.4887
C 1.6514 2.9655 -1.7176
C 2.7189 3.6203 -2.2926
C 2.9288 3.5165 -3.6578
C 2.0441 2.7931 -4.4390
C 0.9722 2.1343 -3.8624
C -1.5486 0.4687 -2.6909
C -2.9333 0.5610 -2.5842
C -3.7488 -0.1688 -3.4289
C -3.1951 -0.9989 -4.3883
C -1.8175 -1.1310 -4.4701
C -1.0012 -0.4241 -3.6115
H -2.9003 4.0850 1.7491
H -3.5841 5.7617 0.0379
H -2.9411 5.4267 -2.3295
H -1.5622 3.4811 -2.9651
H 1.4897 3.0348 -0.6485
H 3.3983 4.1875 -1.6732
H 3.7813 3.9985 -4.1132
H 2.2030 2.7263 -5.5064
H 0.2897 1.5774 -4.4884
H -3.3674 1.2057 -1.8334
H -4.8223 -0.0982 -3.3237
H -3.8358 -1.5572 -5.0561
H -1.3843 -1.8014 -5.1992
H 0.0715 -0.5668 -3.6350
Se 1.8139 1.4137 1.4431
Se 0.8581 0.5066 3.2708
Te 0.4588 -1.7325 1.9262
Se -1.1478 -2.8589 3.2444
S -1.0459 -2.1251 -0.8220
C 0.3477 -3.0818 -0.8063
N 0.9462 -3.3727 -1.9998
C 2.2412 -3.8963 -2.0229
C 2.7759 -4.3276 -0.8341
C 2.0374 -4.1913 0.3305
N 0.8452 -3.5107 0.3290
H 0.5226 -2.9897 -2.8282
H 2.7303 -3.9199 -2.9805
H 3.7549 -4.7773 -0.8107
H 2.3511 -4.5339 1.3030
N 1.7119 -0.5511 -0.9579
C 2.4763 -0.4573 -1.8410
C 3.4301 -0.2636 -2.8313
C 4.6446 0.3650 -2.4896
C 5.6134 0.5640 -3.4438
C 5.4145 0.1576 -4.7575
C 4.2204 -0.4595 -5.1064
C 3.2386 -0.6747 -4.1648
H 4.8091 0.6858 -1.4723
H 6.5429 1.0388 -3.1651
H 6.1867 0.3165 -5.4959
H 4.0626 -0.7796 -6.1278
H 2.3199 -1.1676 -4.4513
*
```

What are the Löwdin partial charges on each atom? They are as follows, in elementary charge units:
1. Fe -0.451
2. O -0.020
3. C -0.671
4. O -0.285
5. C -0.109
6. C -0.010
7. C -0.081
8. C -0.090
9. C -0.092
10. C -0.278
11. P 1.085
12. C -0.333
13. C -0.110
14. C -0.074
15. C -0.099
16. C -0.098
17. C -0.095
18. C -0.361
19. C -0.066
20. C -0.075
21. C -0.093
22. C -0.104
23. C -0.172
24. H 0.117
25. H 0.096
26. H 0.095
27. H 0.107
28. H 0.033
29. H 0.107
30. H 0.096
31. H 0.098
32. H 0.094
33. H 0.114
34. H 0.103
35. H 0.097
36. H 0.096
37. H 0.077
38. Se 0.082
39. Se -0.003
40. Te 0.533
41. Se -0.293
42. S 0.720
43. C -0.866
44. N 0.087
45. C -0.043
46. C -0.058
47. C -0.079
48. N -0.171
49. H 0.121
50. H 0.115
51. H 0.103
52. H 0.125
53. N 0.049
54. C -0.099
55. C -0.207
56. C -0.010
57. C -0.079
58. C -0.082
59. C -0.089
60. C -0.043
61. H 0.127
62. H 0.105
63. H 0.099
64. H 0.103
65. H 0.103

=====

Question: The lowest max |F| belongs to which entry?
Answer: C30H23ClIrN8O6S

=====

Question: The lowest max |F| belongs to which entry?
Answer: C30H23ClIrN8O6S